(1)
# C5H8O3S2

One molecule with the formula C5H8O3S2 at a distorted geometry (the ωB97M-V functional and the def2-TZVPD basis, OMol25).

## Properties
* orbital gap (alpha / beta): 7.2564 / 7.6418 eV
* <S²>: 2.011
* LUMO level (alpha / beta): 0.02027 / -0.08214 hartree
* multiplicity: 3
* HOMO level (alpha / beta): -6.705 / -9.877 eV

```
18
Properties=species:S:1:pos:R:3:forces:R:3:mulliken_charge:R:1
C -1.6621 -1.1517 -0.0942 0.14 0.74 1.85 0.68
C -0.7632 -0.9656 1.0350 -3.44 0.05 0.36 -0.37
C 0.3726 0.4965 -0.2387 1.06 4.58 -1.34 0.48
C 0.6457 0.2084 -1.6890 1.75 0.24 0.40 -1.22
C 1.5586 0.9353 0.5950 -0.91 -1.26 -0.04 -1.15
O -1.7803 -2.2042 -0.6764 0.05 -1.17 -0.76 -0.63
O -1.2493 2.0763 1.4126 -0.05 0.15 1.34 -0.55
O -0.0043 -1.9994 1.3007 1.24 0.84 1.79 -0.47
S -2.5389 0.3232 -0.5683 -0.81 -0.19 -0.23 -0.10
S -1.1242 1.7066 0.0183 1.96 -1.01 -1.75 0.46
H -0.9946 -0.1163 1.7857 1.17 -1.63 -1.03 0.56
H 1.7560 -0.1618 -1.7240 -2.32 -0.03 -0.26 0.33
H 0.6525 1.0731 -2.3950 -0.18 -0.11 0.72 0.27
H -0.1512 -0.4289 -2.0223 0.21 -0.91 -0.71 0.37
H 2.4721 0.9213 0.0238 0.34 -0.47 -0.20 0.39
H 1.5289 0.1577 1.3635 0.91 0.24 0.50 0.28
H 1.5549 1.8989 1.0598 -0.64 0.61 0.43 0.32
H -0.2733 -2.7692 0.8135 -0.47 -0.67 -1.06 0.34
```
Positions in Å, forces in eV/Å.

=====

(2)
# C5H8O4

A 2-piece molecular cluster, C5H8O4 overall at a distorted geometry (the ωB97M-V functional and the def2-TZVPD basis, OMol25).

## Properties
* orbital gap: 8.1297 eV
* LUMO level: 0.23578 hartree
* HOMO level: -1.714 eV
* total charge: -2

```
17
Properties=species:S:1:pos:R:3:forces:R:3:mulliken_charge:R:1
C -1.2594 2.1766 -0.5625 0.13 -0.76 -1.27 -0.53
C -1.6000 2.4036 -2.0722 -0.91 0.04 0.09 0.51
O -2.8403 2.4570 -2.3211 0.39 0.00 0.04 -0.76
O -0.6583 2.5586 -2.8756 0.19 0.00 0.08 -0.73
H -1.4882 3.1289 -0.0940 0.31 -0.04 0.49 0.24
H -0.2305 1.8089 -0.5002 0.02 0.61 0.35 0.16
H -1.8833 1.3709 -0.1705 -0.23 0.32 0.08 0.11
C 0.9197 -1.2063 0.8513 -0.07 0.12 -0.35 -0.31
C -0.0450 -0.4348 1.7580 0.36 -0.25 0.90 -0.97
C 1.6511 -2.4161 1.4969 -0.11 -0.32 0.11 0.43
O 1.7430 -2.4436 2.7488 -0.05 0.06 -0.04 -0.74
O 2.1164 -3.2480 0.6797 0.02 0.09 0.06 -0.76
H 0.4348 -1.5602 -0.0602 0.08 0.04 0.01 0.27
H 1.7587 -0.5748 0.5408 -0.21 0.15 -0.18 0.20
H 0.3658 0.5294 2.0718 0.06 -0.10 0.06 0.19
H -0.1252 -1.0703 2.6461 -0.08 0.31 0.20 0.43
H -1.0582 -0.2120 1.4278 0.09 -0.26 -0.62 0.25
```
Positions in Å, forces in eV/Å.

=====

(3)
# C5H8O4

One molecule with the formula C5H8O4 at a distorted geometry (the ωB97M-V functional and the def2-TZVPD basis, OMol25).

## Properties
* orbital gap: 9.0664 eV
* SMILES string: CC(O)(O)[C@]1(O)CC1=O
* LUMO level: 0.01668 hartree
* HOMO level: -8.612 eV

```
17
Properties=species:S:1:pos:R:3:forces:R:3:mulliken_charge:R:1
C -1.1257 -1.4409 -0.9328 0.79 0.10 -0.95 -0.75
C 0.8302 1.3686 0.9502 -0.12 -0.13 -0.29 -1.43
C -1.5518 -0.0379 -0.8643 -1.75 -0.56 2.34 0.56
C -0.6237 -0.5726 0.2370 -0.43 0.93 -0.57 0.07
C 0.6703 0.1516 0.0651 -0.23 0.18 -2.40 1.09
O 0.4420 0.5836 -1.4654 1.17 -0.42 1.98 -0.60
O -1.0184 -0.8528 1.5366 -0.03 0.08 0.11 -0.56
O 1.7190 -0.7399 0.1110 0.28 0.17 -0.05 -0.54
O -2.4441 0.7460 -1.0345 0.60 -0.15 -0.52 -0.60
H 0.6601 1.5162 -1.5948 -0.08 -0.07 0.27 0.31
H -0.4104 -1.5187 1.8864 -0.13 -0.02 -0.04 0.39
H 2.5543 -0.2765 -0.0352 -0.07 -0.04 0.07 0.39
H -1.8733 -2.1800 -0.6785 -0.16 0.12 0.07 0.33
H -0.4158 -1.7391 -1.6920 0.10 -0.21 0.03 0.20
H 0.8672 1.0577 1.9939 0.05 -0.02 -0.07 0.31
H -0.0248 2.0280 0.8206 -0.04 0.05 0.00 0.40
H 1.7448 1.9069 0.6968 0.04 -0.01 0.01 0.45
```
Positions in Å, forces in eV/Å.

=====

(4)
# C5H8O4

C5H8O4 as an isolated structure at a distorted geometry (the ωB97M-V functional and the def2-TZVPD basis, OMol25).

## Properties
* orbital gap: 9.7176 eV
* LUMO level: 0.01712 hartree
* HOMO level: -9.252 eV

```
17
Properties=species:S:1:pos:R:3:forces:R:3:mulliken_charge:R:1
C 1.5771 0.9463 -0.3869 1.07 0.40 0.75 -0.78
C 1.9679 -0.2594 -0.1145 -2.82 -3.94 1.18 0.77
C 0.2320 1.3224 0.0163 -3.10 -0.79 -0.79 -0.67
C -0.5518 -0.0533 0.4312 2.40 3.20 -2.92 1.28
C -1.7035 -0.1334 -0.5831 -0.35 -0.18 0.12 -0.98
O 0.4009 -1.0284 0.4180 3.38 -0.58 -1.55 -0.68
O 2.9952 -1.1460 -0.1285 -1.45 1.43 -0.05 -0.49
O -0.9700 0.1563 1.6848 -0.85 -1.27 3.24 -0.56
O -2.4380 -1.3551 -0.3984 -0.21 0.88 -0.34 -0.53
H 2.2890 1.7223 -0.4261 1.01 0.73 -0.75 0.36
H 0.2121 1.9306 0.9407 -0.05 0.17 -0.90 0.30
H -0.4275 1.6907 -0.8520 1.40 0.50 1.36 0.25
H -1.3452 0.0606 -1.6210 0.04 -0.81 0.53 0.34
H -2.3415 0.7977 -0.4206 0.28 -1.51 0.28 0.35
H 2.7197 -2.0201 0.2020 -0.26 0.53 -0.05 0.37
H -0.5184 -0.5622 2.1893 -0.73 0.82 -0.18 0.36
H -2.0978 -2.0690 -0.9512 0.22 0.42 0.06 0.31
```
Positions in Å, forces in eV/Å.

=====

(5)
# C5H8OS

One molecule with the formula C5H8OS at a distorted geometry (the ωB97M-V functional and the def2-TZVPD basis, OMol25).

## Properties
* orbital gap: 9.5385 eV
* SMILES string: O[C@H]1CC[C@@H]2S[C@@H]21
* LUMO level: 0.02993 hartree
* HOMO level: -8.724 eV

```
15
Properties=species:S:1:pos:R:3:forces:R:3:mulliken_charge:R:1
C 0.9169 -0.5366 0.6386 2.98 -3.32 -1.55 0.22
C 0.8232 0.9734 0.8348 -2.10 -0.21 3.25 -0.89
C 0.3003 1.5458 -0.5078 1.27 -0.09 0.91 -0.33
C -0.7227 0.4475 -0.8733 0.27 -0.03 -2.73 -0.34
C -0.2111 -0.8508 -0.3326 -0.15 1.28 1.62 -0.56
H 3.0047 -0.5927 -0.1414 -3.72 -0.97 -0.60 0.29
H 1.0273 -1.3996 1.5034 -0.31 2.84 -1.78 0.25
H -0.0751 1.0188 1.6275 1.10 -0.07 -1.93 0.28
H 1.4415 1.5901 1.5487 0.66 -0.96 -1.58 0.44
H 1.0872 1.3787 -1.3358 -0.97 1.01 1.40 0.22
H 0.1030 2.6285 -0.1599 -0.45 -1.53 -1.75 0.31
H -1.0202 0.1888 -1.9516 0.26 1.52 1.52 0.35
H -0.3900 -1.6542 -0.9868 1.13 -1.31 -0.35 0.57
O 2.0163 -0.8990 -0.4229 2.77 1.53 2.35 -0.60
S -1.7468 -0.3401 0.2950 -2.76 0.34 1.22 -0.19
```
Positions in Å, forces in eV/Å.

=====

(6)
# C5H8OS

A 2-piece molecular cluster, C5H8OS overall at a distorted geometry (the ωB97M-V functional and the def2-TZVPD basis, OMol25).

## Properties
* orbital gap: 7.0556 eV
* LUMO level: -0.07033 hartree
* HOMO level: -8.969 eV

```
15
Properties=species:S:1:pos:R:3:forces:R:3:mulliken_charge:R:1
C 0.7580 -0.1467 0.1164 1.13 0.13 -0.44 0.33
C -0.0616 -1.4257 0.2032 2.35 -2.49 0.83 -0.64
C -1.5857 -0.0133 -0.4450 0.86 1.12 -1.58 -0.63
C -0.2932 0.7645 -0.3852 -0.73 4.73 -0.55 -0.10
C 0.2676 0.9637 0.9987 1.43 -0.47 3.43 -0.64
H 2.7994 0.8637 -1.8279 -0.27 -2.10 2.60 0.08
H 0.0344 -2.0014 -0.7806 0.63 0.37 1.33 0.29
H 0.3673 -1.9862 1.1456 -1.29 0.38 -1.90 0.37
H -1.7573 -0.3391 -1.4597 -0.33 0.08 -0.73 0.34
H -2.3380 0.6714 -0.1329 -1.15 -0.06 0.57 0.37
H -0.2928 1.8969 -0.9092 0.43 -3.67 0.67 0.27
H 0.9914 1.8631 1.1026 -1.30 -1.77 -0.29 0.27
H -0.0180 0.5204 2.0720 -0.35 1.38 -2.53 0.24
O -1.3934 -1.1288 0.3297 -1.05 -0.20 1.94 -0.37
S 2.5218 -0.5027 -0.0279 -0.36 2.57 -3.34 -0.19
```
Positions in Å, forces in eV/Å.

=====

(7)
# C5H8OS

C5H8OS as an isolated structure at a distorted geometry (the ωB97M-V functional and the def2-TZVPD basis, OMol25).

## Properties
* orbital gap: 9.5835 eV
* LUMO level: 0.02366 hartree
* HOMO level: -8.940 eV

```
15
Properties=species:S:1:pos:R:3:forces:R:3:mulliken_charge:R:1
C 0.9921 -0.2291 -0.3523 1.15 0.40 -2.44 -0.02
C 0.0265 -1.0931 0.4519 -0.60 0.90 1.53 -0.19
C -1.3971 -0.7080 -0.0772 -0.02 1.18 1.43 -0.66
C -1.3004 0.9677 -0.0352 1.95 -3.13 3.18 -0.82
C 0.2632 0.8893 0.3566 -2.63 3.98 -1.56 -0.13
H 3.4544 -0.2689 -0.9360 -1.53 0.58 2.49 0.15
H 1.1511 -0.3090 -1.5488 -1.00 0.19 2.86 0.32
H 0.2684 -2.1577 0.8145 -0.46 1.84 -0.42 0.38
H -1.4417 -1.0288 -1.1149 -0.94 -0.26 0.06 0.35
H -2.1679 -1.0467 0.6811 0.73 -0.06 -1.47 0.31
H -1.9428 1.5853 0.7124 1.28 -1.53 -1.22 0.25
H -1.4232 1.2491 -0.9872 -0.73 1.61 -3.53 0.42
H 0.7781 2.0260 0.1933 -1.08 -3.18 1.73 0.34
O 0.0483 0.0431 1.5222 2.32 -0.95 -0.13 -0.46
S 2.6911 0.0807 0.3196 1.56 -1.57 -2.51 -0.25
```
Positions in Å, forces in eV/Å.

=====

(8)
# C5H8OS

One molecule with the formula C5H8OS at a distorted geometry (the ωB97M-V functional and the def2-TZVPD basis, OMol25).

## Properties
* orbital gap (alpha / beta): 7.2773 / 7.2772 eV
* SMILES string: C#S(=O)CC(=C)C
* LUMO level (alpha / beta): -0.05907 / -0.05913 hartree
* HOMO level (alpha / beta): -8.885 / -8.886 eV

```
15
Properties=species:S:1:pos:R:3:forces:R:3:mulliken_charge:R:1
C -0.0649 1.1567 0.6113 0.81 0.37 0.51 -0.50
C 2.6541 1.3088 -0.3643 1.77 -1.39 -1.21 -0.48
C 0.7305 -0.6353 -0.8987 3.27 0.77 -1.15 -0.65
C -0.2237 0.0390 -0.0456 -2.50 -0.76 0.17 0.67
C -1.4758 -0.8335 0.1269 -1.44 3.22 -1.65 -1.36
O 2.6231 -0.7939 1.2416 0.50 -1.35 1.75 -0.51
S 2.6130 -0.4251 -0.1569 -2.64 2.27 -1.85 0.42
H -0.7976 1.6742 1.2443 0.54 -0.32 -0.38 0.33
H 3.6005 1.5272 0.2200 -1.14 0.22 0.39 0.28
H 0.4398 -1.6754 -0.8432 0.76 -0.39 -0.82 0.37
H 0.9820 -0.1774 -1.9445 -0.86 -1.04 1.82 0.34
H 0.9925 1.4362 0.5311 -0.27 1.16 0.52 0.09
H -1.1292 -1.7936 0.2971 0.18 -2.06 0.52 0.43
H -2.1564 -0.8001 -0.8143 1.17 -0.23 1.50 0.26
H -2.0364 -0.4148 0.9673 -0.14 -0.47 -0.13 0.34
```
Positions in Å, forces in eV/Å.

=====

(9)
# C5H8OS

One molecule with the formula C5H8OS at a distorted geometry (the ωB97M-V functional and the def2-TZVPD basis, OMol25).

## Properties
* orbital gap: 8.4621 eV
* SMILES string: C[C@@]1(O)C[C@@H]1C=S
* LUMO level: -0.00830 hartree
* HOMO level: -8.688 eV

```
15
Properties=species:S:1:pos:R:3:forces:R:3:mulliken_charge:R:1
C -0.6180 -0.6711 0.2019 0.10 1.53 -0.58 -0.24
C -1.9884 -0.5465 0.6419 0.55 -0.33 0.49 -0.41
C -0.0838 -0.4179 -1.1718 1.14 -1.81 -2.17 -0.54
C 0.4887 0.5180 -0.1603 -0.57 -0.92 0.54 0.75
C 1.9657 0.3083 0.4002 -2.14 1.72 0.77 -1.20
O -0.0667 1.8056 0.0153 5.36 -0.91 0.62 -0.49
S -3.2394 0.2853 0.0006 0.68 -0.20 0.26 -0.29
H -0.0307 -1.3743 0.7056 0.33 -1.36 0.73 0.46
H -2.0587 -1.2029 1.5347 -0.79 0.59 -0.31 0.25
H 0.4424 -1.4482 -1.5399 -0.56 3.01 0.73 0.21
H -0.6612 0.0047 -2.0238 -0.08 -0.28 1.12 0.25
H 2.4622 -0.5147 -0.1286 -0.21 0.29 0.33 0.29
H 1.8274 0.1303 1.5249 0.71 0.19 -1.63 0.28
H 2.4938 1.3016 0.2297 -0.46 -1.38 0.28 0.38
H -0.9333 1.8218 -0.2303 -4.06 -0.15 -1.19 0.28
```
Positions in Å, forces in eV/Å.

=====

(10)
# C5H8OS2

C5H8OS2 as an isolated structure at a distorted geometry (the ωB97M-V functional and the def2-TZVPD basis, OMol25).

## Properties
* orbital gap: 7.9712 eV
* LUMO level: -0.01869 hartree
* HOMO level: -8.480 eV

```
16
Properties=species:S:1:pos:R:3:forces:R:3:mulliken_charge:R:1
C -2.8438 -1.2753 0.2268 -3.10 -3.93 2.14 -0.87
C -1.8478 -0.2971 -0.0297 1.73 4.65 -2.25 0.31
C 0.7320 0.6779 -0.3377 0.09 4.06 -1.23 0.03
C 1.6425 1.2305 0.7978 -0.16 -0.96 -3.79 -0.67
C 2.1687 0.4057 -0.4994 1.71 3.88 1.96 -0.16
H -2.3561 -2.4168 0.2699 -1.40 2.97 0.33 0.28
H -3.7805 -1.3731 -0.5896 2.62 0.74 2.42 0.27
H -3.3233 -0.8453 1.4564 1.25 -1.89 -3.93 0.25
H 0.2169 1.4778 -0.9991 1.00 -1.43 1.07 0.33
H 1.9198 2.2678 0.6085 -0.43 -0.20 0.93 0.26
H 1.6801 0.6907 1.7123 0.15 0.00 0.62 0.31
H 2.8717 1.1185 -1.0679 -1.28 -1.61 0.28 0.30
H 2.7119 -1.4261 -0.8607 -0.11 1.18 1.65 0.33
O 2.6514 -0.7927 -0.0719 0.83 -2.66 -2.10 -0.52
S -2.3549 1.3315 -0.3114 1.03 -2.49 0.69 -0.27
S -0.0886 -0.7738 -0.3042 -3.93 -2.31 1.20 -0.16
```
Positions in Å, forces in eV/Å.